A 5-piece molecular cluster, C36H64BBrN2O20P overall at a distorted geometry, computed with wB97M-V/def2-TZVPD.

Values from the calculation:
Net charge = +1
Total energy = -162306.900 eV
Frontier orbital gap = 9.463 eV
E_HOMO = -0.430 hartree
E_LUMO = -2.24 eV

CARTESIAN COORDINATES (ANGSTROEM)
Br (2.912800, -3.445659, 1.970637)
P (2.740302, 4.984761, 2.033219)
O (1.476594, -9.973534, 3.126761)
O (2.243774, 4.624116, 3.537249)
O (3.076643, 5.131532, -2.580658)
O (-1.213806, 6.563764, 1.062347)
O (-0.100632, -7.619015, -2.122489)
O (2.766228, 3.039861, -3.356864)
O (1.413344, -9.249586, -2.470419)
O (1.069566, -3.879369, -3.999947)
O (2.536023, -4.301847, -2.384908)
O (-0.057346, 2.241806, 3.437158)
O (-0.453987, -9.192672, -3.699791)
O (-4.309776, -2.058109, 2.327198)
O (1.601336, 5.855032, 1.301876)
O (2.008379, -8.900335, 1.215117)
O (0.800621, -7.847061, 2.783788)
O (-2.691906, 8.243158, 1.290760)
O (3.962133, 5.734692, 2.120698)
O (1.554626, 0.709308, 2.570770)
O (1.810849, 4.799165, -4.391461)
O (-2.908082, 6.411499, 2.544917)
N (-4.694567, 0.145911, 1.947267)
N (1.957368, 2.825176, 0.363075)
C (1.164949, -6.856515, 1.821118)
C (2.196323, -3.602903, -3.260493)
C (0.251223, -8.593103, -2.709462)
C (-0.662847, -0.051248, -3.131158)
C (0.182831, 1.618711, 4.710716)
C (0.391091, -10.178116, -4.299503)
C (1.434000, -9.004202, 2.442644)
C (2.967372, -2.375217, -3.695386)
C (1.578993, -2.792202, 0.664133)
C (2.114888, -1.457204, 0.086029)
C (-4.441263, -1.009903, 2.802076)
C (-1.435969, -1.398492, -2.999557)
C (-4.344952, -0.778592, 4.317699)
C (-3.644515, 2.093358, 0.886565)
C (2.567605, 4.213737, -3.441316)
C (-3.433698, 0.931453, 1.894683)
C (-3.963263, 8.355130, 1.941332)
C (-0.459389, 2.110920, 0.133981)
C (0.939389, -0.552007, -0.304201)
C (-0.945335, -2.485018, -3.985773)
C (-2.183672, 7.031600, 1.585151)
C (1.375786, -10.480462, -3.196312)
C (2.442686, 1.558394, -0.274937)
C (0.091288, 1.624123, -1.260455)
C (1.357214, 0.758484, -1.018074)
C (1.627559, 6.171913, -4.020591)
C (-0.120832, -3.552903, -3.223462)
C (-1.068464, 0.853408, -1.942782)
C (-3.834209, 7.369206, 3.075220)
C (2.815646, 6.431190, -3.127252)
C (-1.524417, 3.215704, -0.058932)
C (-0.563191, 0.268301, 4.861299)
C (-2.575260, 3.203099, 1.083662)
C (0.665870, 2.692406, 1.068900)
C (1.546013, -7.682383, 0.620999)
C (3.071302, 3.394162, 1.177826)
B (0.750315, 1.824828, 2.422333)
H (0.090588, -0.491927, 5.295105)
H (1.804532, 3.483727, -0.410185)
H (1.029795, -11.272510, -2.529698)
H (-1.750608, 1.609070, -2.346137)
H (0.414406, -0.211361, -3.230552)
H (1.059836, -0.121314, 2.609171)
H (1.384137, 5.024217, 3.741256)
H (3.888673, 3.605641, 0.479784)
H (1.611671, 6.811594, -4.899227)
H (-4.777968, 6.895315, 3.333506)
H (-3.403735, 7.815041, 3.973353)
H (-2.021232, 3.021788, 2.013686)
H (2.986019, 0.990556, 0.479901)
H (2.691108, -1.713900, -0.808360)
H (2.363170, -10.740144, -3.570677)
H (2.772345, -1.033078, 0.845708)
H (-3.206761, 1.363052, 2.879518)
H (0.676509, 6.269452, -3.493294)
H (-0.269394, 2.281562, 5.454947)
H (-0.999545, 0.366184, -4.084826)
H (2.603490, 7.149254, -2.338821)
H (3.414423, -2.636135, -4.662226)
H (-1.647063, 0.315260, -1.183784)
H (0.694713, -7.901534, -0.022382)
H (-0.667235, -4.494020, -3.119677)
H (0.282827, 3.662460, 1.394160)
H (3.731250, -2.099107, -2.972683)
H (-0.977679, 1.270357, 0.603035)
H (-4.611425, 2.537110, 1.146455)
H (0.797969, 5.926254, 1.847666)
H (2.328565, -7.219680, 0.023027)
H (-1.419335, -1.730972, -1.956584)
H (2.001113, -6.273708, 2.213552)
H (-5.347607, 0.715906, 2.489778)
H (3.694821, 6.762665, -3.681288)
H (0.664037, -2.656618, 1.241536)
H (-3.059701, 4.179651, 1.103270)
H (-1.069834, 4.215908, -0.082999)
H (-4.136310, 9.372301, 2.283242)
H (0.403031, 2.487493, -1.869228)
H (0.321265, -1.126469, -1.002386)
H (-2.620438, 0.311739, 1.502859)
H (-0.184680, -11.049528, -4.602291)
H (-5.255258, -1.177597, 4.770412)
H (-4.240068, 0.291694, 4.512253)
H (1.823085, 0.425253, -1.948948)
H (0.128014, -3.229603, -2.206045)
H (0.330680, -6.186563, 1.619126)
H (3.485994, 2.670381, 1.885259)
H (-2.478546, -1.159660, -3.241007)
H (-1.473490, 0.392579, 5.446119)
H (-4.746562, 8.081338, 1.232598)
H (0.317548, -0.376957, 0.580434)
H (-3.472870, -1.312113, 4.698302)
H (-2.072908, 3.114523, -1.000413)
H (1.236801, 1.548723, 4.979981)
H (-0.428936, -2.099789, -4.865744)
H (3.191421, 1.865981, -1.013116)
H (2.302532, -1.530490, -3.905080)
H (0.868075, -9.744043, -5.180486)
H (-3.666168, 1.697054, -0.130610)
H (1.476935, -3.544294, -0.116252)
H (-1.840981, -3.002282, -4.347698)
H (-0.856587, -0.107934, 3.870688)

Forces on atoms 1 to 2 (eV/Å):
-0.37 -0.08 -0.32
0.06 0.92 1.22



C30H54ClFOsP2Si2 as an isolated structure at a distorted geometry, computed with wB97M-V/def2-TZVPD.

Values from the calculation:
Total energy = -84020.410 eV
Frontier orbital gap (spin up / spin down) = 3.979 / 3.859 eV
2S+1 = 5
E_HOMO (spin up / spin down) = -0.141 / -0.250 hartree
E_LUMO (spin up / spin down) = 0.14 / -2.95 eV
Relative energy (zero: lowest compared OMol25 entry of this formula, charge and spin) = 2.3490 eV

CARTESIAN COORDINATES (ANGSTROEM)
Os (-0.431176, 0.718214, 0.179926)
Cl (1.182208, -0.816248, -4.302895)
P (0.033867, 3.039118, -0.305959)
P (0.344018, -3.111192, -1.244875)
Si (-1.011903, -2.632088, 1.585364)
Si (-2.193969, 3.010562, 1.802474)
F (4.479905, -0.930391, 3.745145)
C (-0.272378, -2.504397, 3.303952)
C (-2.524095, 0.838719, -0.200805)
C (-1.019179, 5.266537, -1.659685)
C (2.136933, -5.297326, -1.163630)
C (-1.245317, -5.351707, -1.807651)
C (1.778139, -4.041776, -1.957053)
C (3.000709, -3.124853, -2.059330)
C (1.420336, 0.767036, 2.731280)
C (-2.234545, 1.306270, 1.130634)
C (-1.119048, 3.734421, -1.600645)
C (-1.304224, -3.353093, -3.423008)
C (-0.557633, 3.803326, 1.222970)
C (-2.503721, -3.754568, 1.624198)
C (-2.277594, 3.042100, 3.680244)
C (-3.648585, 4.005055, 1.157559)
C (3.434393, -0.515918, 2.964047)
C (2.494558, 0.340465, 3.523094)
C (0.347459, -3.428854, 0.543963)
C (-1.596460, -0.959568, 0.938246)
C (1.347704, 0.327455, 1.410017)
C (-2.233745, -0.551211, -0.290861)
C (1.994542, 4.994696, -0.003114)
C (-0.856567, 3.093802, -2.967070)
C (2.821636, 2.698553, -0.346370)
C (3.392444, -0.927967, 1.634889)
C (0.217015, 0.215332, -1.571881)
C (2.329683, -0.477977, 0.860304)
C (1.704505, 3.669056, -0.705245)
C (-1.202513, -3.831786, -1.965603)
C (-1.635239, 0.201460, 1.805847)
H (2.461232, -5.021093, -0.152125)
H (2.006742, 4.857345, 1.085991)
H (-1.274821, -2.257455, -3.490548)
H (-2.134173, 3.461998, -1.265115)
H (2.848860, 2.524233, 0.737405)
H (-2.979128, 1.454394, -0.978306)
H (3.778309, 3.152564, -0.635405)
H (-1.713595, 5.658176, -2.417788)
H (0.198490, 3.707450, 2.016747)
H (-1.370310, 3.655261, -3.759686)
H (-1.305653, 3.355381, 4.091182)
H (-2.238578, -3.718210, -3.868421)
H (-3.530323, 4.441545, 0.153330)
H (-0.461428, -3.718264, -4.028295)
H (-1.153205, -5.673673, -0.760274)
H (-3.801990, 4.811795, 1.894990)
H (1.709316, 3.818923, -1.798687)
H (-2.034369, -3.384645, -1.394473)
H (-2.664954, -4.249411, 0.659690)
H (-0.456117, -5.840966, -2.392901)
H (1.465841, -4.288702, -2.989158)
H (1.321893, -6.025126, -1.085044)
H (2.993942, 5.327408, -0.307942)
H (0.216097, 3.073622, -3.201984)
H (-0.809275, -1.755271, 3.896790)
H (-3.396696, -3.167515, 1.875673)
H (3.803800, -3.686819, -2.556797)
H (2.762461, -2.236534, -2.662467)
H (1.286066, 5.791665, -0.250046)
H (0.654529, 1.413733, 3.140428)
H (0.572936, -0.747679, -1.137677)
H (-0.777641, 4.876406, 1.078006)
H (-3.037499, 3.809717, 3.918184)
H (2.306407, -0.772935, -0.186190)
H (-2.346514, -4.507775, 2.406681)
H (2.732661, 1.738390, -0.860773)
H (-2.467712, -1.238974, -1.132771)
H (-4.529832, 3.345210, 1.168727)
H (-1.275059, 0.214041, 2.823580)
H (4.175235, -1.553967, 1.219233)
H (-2.577974, 2.089799, 4.146428)
H (-0.009605, 5.592977, -1.947038)
H (0.796716, -2.254225, 3.316823)
H (1.028240, 1.076809, -1.873732)
H (-0.403932, -3.485278, 3.782637)
H (-0.772303, 0.301466, -2.147819)
H (-1.208038, 2.060418, -3.015420)
H (1.321007, -3.087219, 0.940606)
H (-2.210810, -5.726015, -2.176367)
H (-1.280947, 5.758324, -0.712970)
H (3.369286, -2.826857, -1.065545)
H (0.252889, -4.510191, 0.752689)
H (2.980423, -5.793247, -1.660945)
H (2.586947, 0.697717, 4.538384)

Forces on atoms 1 to 2 (eV/Å):
5.00 2.58 3.50
-0.03 -0.24 0.08